#one
# C4H4N4

The molecule C4H4N4 (ωB97M-V with the def2-TZVPD basis set, the OMol25 dataset).

Summary:
- molar mass (g/mol) = 108.1
- highest occupied orbital energy (eV) = -9.99
- charge = 0
- Kohn-Sham gap (eV) = 10.2

CARTESIAN COORDINATES (ANGSTROEM)
N 1.634 -0.490 -0.613
N -0.462 -1.329 0.539
N 0.493 1.205 0.586
N -1.534 0.438 -0.586
C -0.802 1.160 0.385
C 1.391 0.714 -0.367
C -1.275 -0.812 -0.429
C 0.794 -1.137 0.437
H 1.873 1.494 -1.092
H -1.997 -1.571 -0.880
H 1.340 -1.727 1.148
H -1.455 2.055 0.871

Atomic partial charges in e from the natural (NBO) method, atoms 1 to 2: -0.464, -0.486

---

#two
# C4H4N4

The molecule C4H4N4 (ωB97M-V with the def2-TZVPD basis set, the OMol25 dataset).

Summary:
- molar mass (g/mol) = 108.1
- highest occupied orbital energy (eV) = -9.63
- charge = 0
- Kohn-Sham gap (eV) = 8.7

CARTESIAN COORDINATES (ANGSTROEM)
N 2.124 1.045 -0.047
N 0.817 1.344 -0.066
N 1.623 -1.300 -0.066
N 0.333 -1.012 0.078
C -1.499 0.641 0.067
C 2.457 -0.240 0.013
C -0.043 0.330 0.057
C -2.333 -0.382 -0.064
H 3.532 -0.504 0.192
H -3.393 -0.225 -0.038
H -1.690 1.739 0.100
H -1.927 -1.438 -0.226

Atomic partial charges in e from the natural (NBO) method, atoms 1 to 2: -0.185, -0.200

---

Of them, #two has the lowest stability.

---

#one
# C4H4N4

A 2-piece molecular cluster, C4H4N4 overall (ωB97M-V with the def2-TZVPD basis set, the OMol25 dataset).

Summary:
- molar mass (g/mol) = 108.1
- highest occupied orbital energy (eV) = -8.44
- charge = 0
- Kohn-Sham gap (eV) = 8.4

CARTESIAN COORDINATES (ANGSTROEM)
N 0.479 1.866 -0.060
N -1.655 -0.881 -0.055
N -1.597 0.491 -0.202
N 3.106 -0.612 -0.373
C -0.187 0.681 0.081
C 0.582 -0.621 0.205
C 1.968 -0.534 0.233
C -0.482 -1.590 -0.099
H -2.664 -1.024 -0.123
H 1.061 1.836 0.942
H -0.066 3.024 -0.589
H -0.546 -2.635 0.043

Atomic partial charges in e from the natural (NBO) method, atoms 1 to 2: -0.849, -0.344

---

#two
# C4H4N4

The molecule C4H4N4 (ωB97M-V with the def2-TZVPD basis set, the OMol25 dataset).

Summary:
- molar mass (g/mol) = 108.1
- highest occupied orbital energy (eV) = -9.03
- charge = 0
- Kohn-Sham gap (eV) = 7.4

CARTESIAN COORDINATES (ANGSTROEM)
N 2.449 0.020 0.397
N 0.743 -0.922 -0.683
N -0.348 -1.480 -0.262
N -1.972 0.227 0.170
C 1.173 0.152 0.006
C -1.245 -0.883 0.517
C 0.312 1.283 -0.094
C -1.227 1.325 -0.286
H 2.455 1.000 1.072
H -1.790 2.280 -0.196
H 1.129 2.049 -0.272
H -1.977 -1.504 1.185

Atomic partial charges in e from the natural (NBO) method, atoms 1 to 2: -0.571, -0.050

---

Of them, #two has the lowest stability.

---

#one
# C4H8NO

C4H8NO as an isolated structure (ωB97M-V with the def2-TZVPD basis set, the OMol25 dataset).

Summary:
- multiplicity = 3
- molar mass (g/mol) = 86.1
- highest occupied orbital energy (spin up / spin down) (eV) = -13.54 / -17.74
- charge = +1
- expectation value of S² = 2.008
- Kohn-Sham gap (spin up / spin down) (eV) = 7.7 / 9.5

CARTESIAN COORDINATES (ANGSTROEM)
O 1.775 -0.054 -1.656
N 0.939 0.642 -1.336
C -0.374 -0.377 -0.393
C -0.063 -1.849 -0.379
C -0.297 1.754 0.869
C -0.085 0.368 0.756
H -1.025 -0.164 -1.245
H 0.060 2.188 1.748
H -1.352 1.978 0.970
H 0.960 -1.987 -0.030
H -0.055 2.238 -0.116
H -0.773 -2.222 0.446
H 0.394 -0.004 1.591
H -0.105 -2.511 -1.225

Atomic partial charges in e from the natural (NBO) method, atoms 1 to 2: -0.062, 0.212

---

#two
# C4H8NO

C4H8NO as an isolated structure (ωB97M-V with the def2-TZVPD basis set, the OMol25 dataset).

Summary:
- multiplicity = 3
- molar mass (g/mol) = 86.1
- highest occupied orbital energy (spin up / spin down) (eV) = -10.19 / -15.65
- charge = +1
- expectation value of S² = 2.007
- Kohn-Sham gap (spin up / spin down) (eV) = 6.3 / 9.4

CARTESIAN COORDINATES (ANGSTROEM)
O 0.044 0.736 0.719
N 2.278 -0.021 0.931
C 0.217 -1.038 -0.294
C 0.966 -0.213 0.492
C -0.968 -0.102 -0.124
C -2.070 0.554 -1.040
H 3.056 -0.161 0.356
H -2.707 -0.172 -1.313
H -2.635 1.218 -0.497
H -1.706 0.956 -1.900
H 2.554 -0.490 1.862
H 2.233 1.005 0.970
H 0.364 -1.803 -0.939
H -1.626 -0.468 0.777

Atomic partial charges in e from the natural (NBO) method, atoms 1 to 2: -0.375, -0.690

---

Of them, #two has the lowest stability.

---

#one
# C3H9N2S

An isolated ion of composition C3H9N2S and charge +1 (ωB97M-V with the def2-TZVPD basis set, the OMol25 dataset).

Summary:
- molar mass (g/mol) = 105.2
- highest occupied orbital energy (eV) = -14.40
- charge = +1
- Kohn-Sham gap (eV) = 10.6

CARTESIAN COORDINATES (ANGSTROEM)
S -2.841 -0.978 -0.182
N -0.960 1.046 -0.036
N 0.411 -0.852 0.825
C -1.222 -0.222 -0.388
C 1.202 0.033 0.063
C 0.413 1.391 -0.064
H -2.577 -2.165 -1.000
H -0.565 -0.819 -1.022
H 0.789 1.883 0.834
H 0.831 -1.833 0.778
H 0.280 -0.520 1.738
H 1.185 -0.375 -0.971
H 2.241 0.177 0.361
H 0.591 2.004 -0.925
H -1.628 1.511 0.484

Atomic partial charges in e from the natural (NBO) method, atoms 1 to 2: 0.129, -0.539

---

#two
# C3H9N2S

A 2-piece molecular cluster, C3H9N2S overall (ωB97M-V with the def2-TZVPD basis set, the OMol25 dataset).

Summary:
- molar mass (g/mol) = 105.2
- highest occupied orbital energy (eV) = -13.10
- charge = +1
- Kohn-Sham gap (eV) = 8.9

CARTESIAN COORDINATES (ANGSTROEM)
S 2.259 0.264 0.191
N 0.792 2.400 -0.132
N -2.351 -0.538 0.454
C 1.624 -1.402 0.196
C -1.679 -0.403 -0.623
C 0.712 1.098 -0.020
H -1.816 -1.412 -1.176
H -2.969 -1.262 0.630
H -0.682 0.364 -0.372
H 1.119 -1.735 1.070
H 1.151 -1.487 -0.856
H 2.417 -2.035 0.213
H 0.051 3.001 -0.426
H -2.395 0.358 1.025
H 1.768 2.790 -0.174

Atomic partial charges in e from the natural (NBO) method, atoms 1 to 2: 0.316, -0.722

---

#three
# C3H9N2S

A 2-piece molecular cluster, C3H9N2S overall (ωB97M-V with the def2-TZVPD basis set, the OMol25 dataset).

Summary:
- molar mass (g/mol) = 105.2
- highest occupied orbital energy (eV) = -14.16
- charge = +1
- Kohn-Sham gap (eV) = 8.7

CARTESIAN COORDINATES (ANGSTROEM)
S 1.045 -1.514 2.633
N 0.953 0.113 -0.928
N 0.115 1.331 1.503
C 0.754 -1.086 1.223
C 0.463 -1.028 -0.184
C -1.074 -1.300 -0.259
H -1.257 -1.282 -1.406
H 0.861 -1.986 -0.513
H -1.518 -0.456 0.145
H 0.420 0.955 -0.804
H 0.460 1.726 2.349
H 1.099 -0.050 -1.954
H 0.304 1.969 0.653
H -0.939 1.489 1.604
H -1.474 -2.294 0.065

Atomic partial charges in e from the natural (NBO) method, atoms 1 to 2: 0.605, -0.808

---

#four
# C3H9N2S

An isolated ion of composition C3H9N2S and charge +1 (ωB97M-V with the def2-TZVPD basis set, the OMol25 dataset).

Summary:
- molar mass (g/mol) = 105.2
- highest occupied orbital energy (eV) = -13.59
- charge = +1
- Kohn-Sham gap (eV) = 10.3

CARTESIAN COORDINATES (ANGSTROEM)
S -0.938 1.605 -0.669
N 0.273 -0.718 -0.249
N -1.985 -0.675 0.744
C 1.038 0.143 0.731
C 0.629 1.568 0.463
C -1.235 -0.221 -0.301
H 0.312 -1.734 0.064
H 1.391 2.130 0.046
H 0.677 -0.579 -1.135
H -1.791 -0.804 -1.306
H 0.327 2.042 1.342
H 0.882 -0.141 1.774
H -2.616 -1.443 0.674
H 2.178 0.149 0.655
H -1.897 -0.172 1.596

Atomic partial charges in e from the natural (NBO) method, atoms 1 to 2: 0.227, -0.548

---

Of them, #two has the lowest stability.

---

#one
# C4H8FeO3

C4H8FeO3 as an isolated structure (ωB97M-V with the def2-TZVPD basis set, the OMol25 dataset).

Summary:
- multiplicity = 6
- molar mass (g/mol) = 159.9
- highest occupied orbital energy (spin up / spin down) (eV) = -13.77 / -14.02
- charge = +1
- expectation value of S² = 8.766
- Kohn-Sham gap (spin up / spin down) (eV) = 9.9 / 7.8

CARTESIAN COORDINATES (ANGSTROEM)
Fe -0.777 -0.053 -0.698
O -1.877 -0.860 0.845
O 0.653 -1.014 0.180
O 0.729 1.817 -0.342
C -1.210 -1.673 1.473
C 0.000 1.626 -1.576
C 0.271 -1.744 1.284
C 2.130 0.610 0.041
H 2.474 -0.086 -0.747
H 0.730 -1.407 2.237
H -0.702 2.474 -1.694
H -1.657 -2.221 2.321
H 2.316 0.694 1.120
H 2.831 1.376 -0.331
H 0.528 -2.821 1.183
H 0.692 1.478 -2.432

Atomic partial charges in e from the natural (NBO) method, atoms 1 to 2: 1.549, -0.650

---

#two
# C4H8FeO3

C4H8FeO3 as an isolated structure (ωB97M-V with the def2-TZVPD basis set, the OMol25 dataset).

Summary:
- multiplicity = 6
- molar mass (g/mol) = 159.9
- highest occupied orbital energy (spin up / spin down) (eV) = -11.59 / -15.01
- charge = +1
- expectation value of S² = 8.754
- Kohn-Sham gap (spin up / spin down) (eV) = 8.0 / 10.0

CARTESIAN COORDINATES (ANGSTROEM)
Fe 0.065 1.554 -1.411
O 0.961 -1.183 0.641
O -1.301 0.312 -0.164
O 1.775 0.592 -0.486
C -2.562 0.872 0.166
C 1.851 -0.218 0.434
C -1.304 -1.103 -0.176
C 0.092 -1.623 -0.411
H -3.327 0.559 -0.560
H -1.963 -1.488 -0.972
H 0.482 -1.330 -1.394
H 0.078 -2.717 -0.356
H -1.684 -1.471 0.791
H 2.464 -0.056 1.335
H -2.859 0.557 1.177
H -2.455 1.962 0.139

Atomic partial charges in e from the natural (NBO) method, atoms 1 to 2: 0.930, -0.455

---

Of them, #one has the lowest stability.

---

#one
# C2H2ClNO

A 2-piece molecular cluster, C2H2ClNO overall (ωB97M-V with the def2-TZVPD basis set, the OMol25 dataset).

Summary:
- molar mass (g/mol) = 91.5
- highest occupied orbital energy (spin up / spin down) (eV) = -10.58 / -8.55
- charge = 0
- Kohn-Sham gap (spin up / spin down) (eV) = 10.0 / 8.4

CARTESIAN COORDINATES (ANGSTROEM)
Cl -0.707 1.537 2.226
O 2.721 0.939 0.548
N 0.427 1.015 -0.271
C 0.254 0.718 1.111
C 1.546 0.890 0.545
H -0.458 -1.985 0.788
H 0.066 1.753 -0.857

Atomic partial charges in e from the natural (NBO) method, atoms 1 to 2: 0.065, -0.496

---

#two
# C2H2ClNO

A 2-piece molecular cluster, C2H2ClNO overall (ωB97M-V with the def2-TZVPD basis set, the OMol25 dataset).

Summary:
- molar mass (g/mol) = 91.5
- highest occupied orbital energy (eV) = -9.16
- charge = 0
- Kohn-Sham gap (eV) = 8.2

CARTESIAN COORDINATES (ANGSTROEM)
Cl -2.457 1.099 1.101
O 1.460 0.795 1.032
N 2.015 -0.365 -0.915
C -1.910 -0.112 0.138
C 1.637 0.255 0.027
H -2.422 -1.057 0.432
H 1.677 -0.615 -1.815

Atomic partial charges in e from the natural (NBO) method, atoms 1 to 2: 0.106, -0.519

---

Of them, #one has the lowest stability.